1.
Below is a structure of composition C52H57Cl2Ge2IN2OS4Sc, with properties calculated with ωB97M-V/def2-TZVPD.

Geometry (Å):
Sc  2.37149  0.79121  1.45393
Cl  4.06087  0.32583  4.79249
C  2.43259  0.56581  5.42139
Cl  1.63128  1.92520  4.63242
H  2.49336  0.75523  6.49801
H  1.85594  -0.31923  5.23019
C  4.14532  -0.30092  -4.69029
C  2.92858  0.40883  -4.16261
C  1.63481  -0.10579  -4.39717
C  0.51531  0.58051  -3.98780
C  -0.83512  -0.10238  -4.13714
C  0.65559  1.83027  -3.35934
C  1.92904  2.34977  -3.09181
C  2.11957  3.69741  -2.47348
C  3.03938  1.61535  -3.47332
C  -0.58414  2.56501  -2.94697
C  -1.22161  3.31247  -3.94934
C  -2.38931  4.01451  -3.67348
C  -2.90475  4.02375  -2.38521
C  -2.27043  3.32523  -1.37627
C  -1.12003  2.58452  -1.67375
Ge  -0.26394  1.60966  -0.19795
S  1.02020  2.84933  1.05019
S  -1.66884  0.35157  0.96995
Ge  -0.15008  -1.19201  0.96533
S  1.34480  -1.01683  2.66933
S  1.13228  -0.10868  -0.69570
C  -0.72365  -3.02238  0.64251
C  -2.02117  -3.37154  1.04476
C  -2.38807  -4.71444  0.95321
C  -1.51794  -5.67354  0.50248
C  -0.22821  -5.32711  0.10241
C  0.19096  -3.99388  0.20127
C  1.55615  -3.65760  -0.24757
C  1.73994  -3.23396  -1.55711
C  0.64778  -3.10426  -2.53339
C  3.05463  -2.97991  -1.99480
C  4.15078  -3.09074  -1.15902
C  5.54158  -2.96717  -1.66007
C  3.91918  -3.50448  0.15130
C  2.65285  -3.83257  0.60623
C  2.51575  -4.44197  1.96748
C  -3.01592  -2.42479  1.60824
C  -2.97704  -2.17712  2.99563
C  -1.84390  -2.67303  3.86925
C  -3.96039  -1.42804  3.56687
C  -5.05200  -0.92369  2.83911
C  -6.16957  -0.18875  3.55624
C  -5.03831  -1.12501  1.47269
C  -4.06370  -1.86664  0.83616
C  -4.13790  -2.07337  -0.64015
C  -2.74205  3.48440  0.03965
C  -2.09803  4.42365  0.84293
C  -1.10493  5.41404  0.30580
C  -2.45065  4.49734  2.18874
C  -3.46147  3.72854  2.75605
C  -3.85593  3.86551  4.19473
C  -4.15281  2.82738  1.90521
C  -3.78645  2.72977  0.55908
C  -4.55428  1.84448  -0.37229
H  3.97897  -1.36563  -4.81352
H  4.98541  -0.12962  -4.03674
H  4.36835  0.08245  -5.69515
H  1.51690  -1.08941  -4.81110
H  -0.75030  -1.07354  -4.60107
H  -1.56618  0.49956  -4.70060
H  -1.28795  -0.22643  -3.14298
H  1.41781  3.88138  -1.65166
H  2.01460  4.48486  -3.20108
H  3.11896  3.76524  -2.04547
H  4.01231  2.06791  -3.26443
H  -0.77606  3.32353  -4.94024
H  -2.89569  4.59551  -4.45177
H  -3.80175  4.58459  -2.18680
H  -3.35441  -4.98228  1.35044
H  -1.92089  -6.67702  0.41844
H  0.50581  -6.03644  -0.29123
H  0.27037  -4.06587  -2.86734
H  0.94205  -2.54118  -3.40767
H  -0.20013  -2.53291  -2.12037
H  3.14744  -2.71455  -3.03331
H  5.62434  -2.22332  -2.44773
H  5.88639  -3.87736  -2.12814
H  6.27563  -2.65756  -0.89538
H  4.78486  -3.62865  0.81385
H  3.37650  -4.21136  2.57546
H  2.50821  -5.52624  1.89236
H  1.58784  -4.10311  2.46232
H  -1.22289  -3.45770  3.44244
H  -2.28290  -3.04208  4.79097
H  -1.21636  -1.83203  4.15771
H  -3.93752  -1.21680  4.65321
H  -5.79385  0.67146  4.15476
H  -6.67173  -0.89102  4.20702
H  -6.89945  0.20301  2.84987
H  -5.83153  -0.68772  0.90479
H  -5.11953  -1.87644  -1.04910
H  -3.83937  -3.09862  -0.89225
H  -3.38553  -1.42627  -1.16390
H  -0.54676  5.04263  -0.54287
H  -0.39817  5.73394  1.10690
H  -1.61286  6.36752  0.03176
H  -1.92371  5.18258  2.82649
H  -3.35801  4.71061  4.66374
H  -3.59867  2.98316  4.78453
H  -4.92911  4.02357  4.31844
H  -4.97601  2.24243  2.28573
H  -5.34199  1.25628  0.11824
H  -3.92741  1.14349  -0.93146
H  -5.01586  2.42907  -1.15371
O  3.80789  2.28597  2.23270
H  4.07033  2.39155  3.15888
H  3.47005  3.14086  1.91639
I  8.50931  0.18032  0.23737
C  6.43117  0.15434  -0.06048
C  5.73660  0.50842  -1.20572
N  4.43471  0.50582  -0.86355
N  4.24232  0.19003  0.43039
C  5.45872  -0.00619  0.94628
H  6.11504  0.78622  -2.17181
H  3.62399  0.61438  -1.49244
H  5.63234  -0.19007  1.97433

Output
Total charge: +1
Highest occupied orbital energy (eV): -10.4
Electronic energy (hartree): -9926.03934
Energy relative to the best compared isomer or geometry (same formula, charge and spin) (kcal per mole): 0.0
Lowest unoccupied orbital energy (eV): -2.26
Gap between HOMO and LUMO (eV): 8.178

=====

2.
Below is a structure of composition C52H57N5O3P2SSi2Ti, with properties calculated with ωB97M-V/def2-TZVPD.

Geometry (Å):
Ti  -0.73526  0.93137  0.13891
C  3.37809  1.73674  2.56292
Si  2.85504  -0.05688  2.30090
C  4.48545  -1.00107  2.00288
C  2.19258  -0.64670  3.96949
N  1.66474  -0.21895  1.10917
P  1.47355  -1.01655  -0.23570
C  -0.06833  -0.90155  -0.96228
P  -1.36291  -1.67177  -0.16902
N  -2.25346  -0.55170  0.56805
Si  -3.55044  -0.68294  1.68913
C  -4.08769  -2.45455  2.04108
C  -5.03631  0.26113  1.03230
C  -3.19276  0.05981  3.36964
C  -2.37437  -2.59215  -1.38589
C  -3.74771  -2.42512  -1.49471
C  -4.47002  -3.11947  -2.45616
C  -3.82161  -3.98764  -3.32099
C  -2.44402  -4.14951  -3.23218
C  -1.72787  -3.44895  -2.27487
C  -0.95117  -2.96515  1.06670
C  -0.61243  -2.49422  2.33739
C  -0.30973  -3.37538  3.36214
C  -0.31933  -4.74387  3.12467
C  -0.62471  -5.21966  1.85892
C  -0.94017  -4.33583  0.83565
C  2.63990  -0.43552  -1.54278
C  3.81106  0.23325  -1.20775
C  4.73142  0.59647  -2.18429
C  4.49187  0.27868  -3.51282
C  3.31094  -0.36325  -3.86462
C  2.38482  -0.69421  -2.88907
C  2.05786  -2.76655  -0.08001
C  2.30438  -3.33548  1.16224
C  2.68855  -4.66386  1.28035
C  2.82549  -5.45150  0.14861
C  2.57128  -4.90142  -1.10164
C  2.18816  -3.57386  -1.21064
H  4.40684  1.78199  2.92803
H  3.31767  2.31292  1.63730
H  2.74346  2.24280  3.29113
H  4.71045  -1.65600  2.84810
H  4.46799  -1.62321  1.10892
H  5.31605  -0.29981  1.89837
H  2.71286  -0.13251  4.78239
H  1.12644  -0.43156  4.06235
H  2.33292  -1.71991  4.11721
H  -4.23938  -3.05841  1.14550
H  -3.35428  -2.97179  2.66107
H  -5.03225  -2.42181  2.58997
H  -5.16161  0.14743  -0.04557
H  -5.95577  -0.07037  1.52140
H  -4.91476  1.32957  1.22246
H  -2.34956  -0.42332  3.86412
H  -2.97829  1.12418  3.28730
H  -4.07562  -0.06768  4.00199
H  -4.25082  -1.71559  -0.85225
H  -5.53976  -2.97084  -2.53554
H  -4.38399  -4.52453  -4.07448
H  -1.92915  -4.81023  -3.91860
H  -0.64730  -3.53615  -2.22821
H  -0.58890  -1.42450  2.51383
H  -0.05798  -2.99283  4.34326
H  -0.08149  -5.43724  3.92198
H  -0.61902  -6.28433  1.66289
H  -1.20980  -4.72865  -0.13620
H  4.00619  0.48096  -0.17402
H  5.63925  1.11556  -1.90309
H  5.21238  0.55032  -4.27590
H  3.10023  -0.58289  -4.90380
H  1.43538  -1.14180  -3.15792
H  2.18679  -2.73286  2.05154
H  2.86705  -5.08442  2.26217
H  3.12267  -6.48907  0.23792
H  2.67590  -5.50705  -1.99352
H  1.99177  -3.15920  -2.19144
C  3.44773  7.29120  1.03993
O  2.85216  6.29346  0.24542
C  2.08253  5.35337  0.89199
C  1.74865  5.40676  2.24242
C  0.97891  4.38890  2.78260
C  0.51537  3.29527  2.02662
C  -0.18725  2.22876  2.64795
C  -0.36540  2.17259  4.13136
O  -0.70645  1.22701  1.95982
C  0.83901  3.29587  0.63456
O  0.42599  2.30178  -0.15409
C  1.61645  4.30786  0.10149
H  4.09299  7.86647  0.37871
H  4.04894  6.85570  1.84336
H  2.69863  7.95815  1.47830
H  2.07271  6.21875  2.87536
H  0.72865  4.43926  3.83352
H  0.58733  2.30472  4.65222
H  -0.77947  1.20563  4.40661
H  -1.04860  2.94915  4.49504
H  1.87266  4.29681  -0.94806
S  -4.57607  3.42285  -0.95901
C  -3.81545  4.04883  0.43921
C  -2.66764  3.37344  0.72964
C  -2.36556  2.29445  -0.17113
C  -3.32738  2.23668  -1.13404
C  -3.24956  1.33976  -2.28327
C  -4.20240  1.23748  -3.30024
C  -3.93336  0.40838  -4.37250
C  -2.72611  -0.27973  -4.41993
C  -1.84740  -0.12318  -3.35878
N  -2.11129  0.64388  -2.31357
H  -4.25147  4.88021  0.96872
H  -2.05398  3.63903  1.57986
H  -5.12205  1.80595  -3.25110
H  -4.65587  0.30613  -5.17334
H  -2.47527  -0.92948  -5.24692
H  -0.88727  -0.62525  -3.32592
N  2.11299  2.85346  -4.38984
C  1.38256  2.45027  -5.48154
C  0.24034  1.91382  -4.96408
N  0.25609  1.97402  -3.59164
C  1.39622  2.52877  -3.28619
H  3.04165  3.23897  -4.39539
H  1.73037  2.58265  -6.48944
H  -0.59700  1.49569  -5.49704
H  1.75594  2.68608  -2.28401

Output
Total charge: -1
Highest occupied orbital energy (spin up / spin down) (eV): -3.0 / -4.9
Electronic energy (hartree): -5024.85863
<S²>: 0.779
Lowest unoccupied orbital energy (spin up / spin down) (eV): 2.48 / 2.48
Gap between HOMO and LUMO (spin up / spin down) (eV): 5.449 / 7.330
2S+1: 2

=====

3.
Below is a cluster of 15 separate species, C52H58F14O49 in total, with properties calculated with ωB97M-V/def2-TZVPD.

Geometry (Å):
C  -1.35985  0.68667  -1.32360
O  -1.44003  1.93846  -1.98817
C  -2.37796  1.83916  -3.04930
C  -2.47909  3.20176  -3.71826
C  -3.42545  3.24591  -4.95108
C  -3.90200  1.89017  -5.44107
O  -2.79249  1.17232  -6.05721
C  -2.97870  -0.15243  -6.13452
O  -2.04403  -0.88702  -6.14175
O  -4.26773  -0.58578  -6.25614
C  -4.62219  -1.47356  -5.19681
C  -5.74025  -0.95418  -4.29679
O  -5.62046  -1.05030  -3.11204
O  -6.86815  -0.39002  -4.83726
C  -7.12359  0.89796  -4.32899
C  -7.81352  1.07231  -2.99451
O  -6.81815  1.83935  -4.97842
H  -2.34872  0.46304  -0.90564
H  -0.99529  -0.11222  -1.97721
H  -0.68018  0.81700  -0.48383
H  -2.02690  1.04295  -3.72112
H  -3.33316  1.52523  -2.59524
H  -2.85850  3.91663  -2.98523
H  -1.48022  3.50908  -4.03302
H  -4.30832  3.84686  -4.72915
H  -2.90852  3.72878  -5.78453
H  -4.68323  1.98836  -6.19673
H  -4.33632  1.30270  -4.62854
H  -3.76506  -1.62549  -4.53996
H  -4.87960  -2.45968  -5.59536
H  -8.70542  1.67378  -3.18075
H  -8.14025  0.13476  -2.54710
H  -7.16886  1.61425  -2.30479
C  -0.94321  4.08000  2.51524
C  -0.36523  2.79896  1.97622
O  -1.51078  1.96977  1.85094
C  -2.56174  2.79729  1.62831
O  -3.62140  2.44336  1.21820
O  -2.25178  4.07811  1.92735
F  0.49559  2.23131  2.86021
H  -1.02840  4.06247  3.60373
H  -0.38057  4.95966  2.21386
H  0.11757  2.89617  1.00505
C  -3.27976  6.66205  -0.73490
C  -2.51341  7.89030  -1.15979
O  -2.02960  7.51758  -2.44128
C  -2.91823  6.62054  -2.95813
O  -2.96185  6.29904  -4.09733
O  -3.74331  6.15163  -1.99240
F  -1.46005  8.12681  -0.34322
H  -2.63220  5.92249  -0.25833
H  -4.11285  6.88711  -0.07347
H  -3.11636  8.79631  -1.24847
C  2.00804  -0.37479  3.45787
C  2.85750  -0.54869  4.68054
O  2.22322  -1.63069  5.34895
C  1.62406  -2.39572  4.38347
O  1.23429  -3.50211  4.55944
O  1.56042  -1.72481  3.21542
F  2.81454  0.54825  5.48936
H  1.14489  0.26165  3.64079
H  2.59395  0.02369  2.62961
H  3.90031  -0.80417  4.47830
C  -2.84163  -3.86845  -1.03896
C  -2.95229  -4.34154  0.38854
O  -1.96332  -3.57465  1.04474
C  -1.83598  -2.40706  0.34955
O  -1.29341  -1.43939  0.75476
O  -2.42821  -2.51061  -0.87051
F  -2.64327  -5.66020  0.51138
H  -2.07623  -4.41762  -1.59054
H  -3.78319  -3.92565  -1.58072
H  -3.92342  -4.15609  0.85135
C  3.36127  3.18179  7.91123
C  3.70748  4.36179  7.04265
O  2.66297  4.35555  6.08609
C  1.57282  3.80107  6.69171
O  0.46595  3.87547  6.27601
O  1.92902  3.16703  7.83567
F  4.89528  4.19000  6.40357
H  3.75616  2.24556  7.51471
H  3.69970  3.30025  8.93776
H  3.71814  5.32184  7.56290
C  3.68654  -1.53065  7.99897
C  3.59344  -1.94119  9.44254
O  4.59337  -1.13155  10.04916
C  4.70019  -0.00729  9.29350
O  5.24480  0.98798  9.65129
O  4.10423  -0.16259  8.08815
F  3.90648  -3.24628  9.62277
H  4.44877  -2.09819  7.46175
H  2.74626  -1.61560  7.47047
H  2.62925  -1.73520  9.91062
C  7.62923  0.58526  2.32512
C  7.13125  -0.83652  2.30973
O  5.75611  -0.67905  2.65125
C  5.38647  0.54736  2.22014
O  4.25608  0.90571  2.12829
O  6.45993  1.31367  1.93060
F  7.74657  -1.59432  3.25538
H  7.93007  0.89595  3.32466
H  8.44733  0.75803  1.63295
H  7.20462  -1.33276  1.34766
C  -5.75242  -1.49674  -9.24405
C  -5.17340  -2.69987  -9.93998
O  -6.30873  -3.51931  -10.13450
C  -7.38879  -2.68548  -10.23334
O  -8.44732  -3.00425  -10.64913
O  -7.07185  -1.44056  -9.79247
F  -4.28005  -3.35619  -9.14741
H  -5.81091  -1.63812  -8.16419
H  -5.20425  -0.58082  -9.45115
H  -4.70922  -2.48643  -10.90474
C  1.94379  6.71532  -1.96757
C  1.94501  5.56285  -2.94137
O  1.39479  4.50658  -2.16996
C  0.57997  5.08031  -1.24764
O  -0.24456  4.50908  -0.61402
O  0.80978  6.40731  -1.15273
F  3.20043  5.22843  -3.32752
H  2.84268  6.73298  -1.34917
H  1.82642  7.68096  -2.45345
H  1.32581  5.71996  -3.82671
C  6.74969  1.70648  8.20896
C  8.07396  1.85720  7.50390
O  7.97680  0.89917  6.45828
C  6.65411  0.77505  6.16230
O  6.22608  0.26394  5.17968
O  5.88777  1.32043  7.13250
F  9.11640  1.53323  8.30655
H  6.77464  0.91518  8.95935
H  6.40420  2.62550  8.67447
H  8.24665  2.84510  7.07253
C  -2.12092  -5.65037  -9.63469
C  -1.97341  -6.87059  -8.76269
O  -2.26868  -7.92548  -9.65983
C  -1.91883  -7.49787  -10.90809
O  -1.78863  -8.20171  -11.84891
O  -1.73299  -6.15264  -10.91808
F  -2.87811  -6.87985  -7.75045
H  -3.15083  -5.30105  -9.67724
H  -1.47884  -4.82787  -9.32741
H  -0.97296  -7.01519  -8.35011
C  -1.40175  -8.76211  0.58415
C  -1.25867  -9.85880  1.60785
O  -1.53212  -11.02353  0.84845
C  -1.16711  -10.75564  -0.43882
O  -1.01754  -11.57274  -1.28027
O  -0.99157  -9.42112  -0.61842
F  -2.17815  -9.74820  2.59873
H  -2.43581  -8.42955  0.48344
H  -0.77107  -7.90118  0.79233
H  -0.26350  -9.93893  2.04931
C  -5.80422  1.98767  3.12028
C  -5.62085  0.74540  3.95047
O  -6.72122  0.80457  4.84449
C  -7.71678  1.48342  4.20500
O  -8.85007  1.49534  4.54848
O  -7.23281  2.13242  3.11823
F  -4.46741  0.77851  4.66474
H  -5.35068  2.86285  3.58881
H  -5.41585  1.88480  2.11349
H  -5.66457  -0.18707  3.38435
C  11.84997  -1.13437  -0.17791
C  11.33017  -2.54961  -0.17878
O  9.96589  -2.37164  0.17128
C  9.60223  -1.13768  -0.26599
O  8.47976  -0.76531  -0.36916
O  10.68911  -0.39143  -0.57037
F  11.93601  -3.31009  0.76229
H  12.16586  -0.81878  0.81752
H  12.66714  -0.97944  -0.87778
H  11.39201  -3.05474  -1.14435

Output
Total charge: 0
Highest occupied orbital energy (eV): -9.5
Electronic energy (hartree): -7101.32168
Lowest unoccupied orbital energy (eV): 0.09
Gap between HOMO and LUMO (eV): 9.572